1.
Molecular formula: C9H8N2S
Method: DFT, ωB97M-V with the def2-TZVPD basis set

Last column: Mulliken charge in e.
Element x y z (Å)
C  0.8705  1.7142  -1.4472  -0.559
C  -1.5564  0.9920  1.5389  -0.617
C  2.2412  1.2164  -1.3044  -0.149
C  0.1068  0.6106  -1.2754  -0.396
C  -0.2603  0.9573  1.9352  -0.268
C  -1.2163  -1.3096  1.6306  -0.317
C  -2.1144  -0.3003  1.3711  -0.398
C  0.3932  -2.9426  -1.2738  -0.515
C  0.6890  -1.7910  -1.2696  0.167
N  2.1960  -0.0823  -1.0667  -0.904
N  0.9395  -0.4741  -1.1500  0.678
S  0.3184  -0.6872  2.0900  -0.099
H  0.6547  2.7743  -1.6523  0.348
H  -2.0377  1.8625  1.3157  0.493
H  3.1135  1.8612  -1.3196  0.415
H  -0.9670  0.6601  -1.2532  0.489
H  0.5391  1.6382  2.0528  0.458
H  -1.2164  -2.4020  1.4505  0.430
H  0.4703  -3.9900  -1.3378  0.443
H  -3.1639  -0.3077  0.9652  0.301

## Properties
Spin multiplicity   1
Net charge   0
F_max   3.1 eV/Å
Frontier orbital gap   9.81 eV
LUMO energy   0.88 eV
ΔE to the lowest compared entry with this formula, charge and spin   415.2 kJ/mol
HOMO   -8.9 eV
Structure (SMILES)   C#Cn1cccn1.c1ccsc1


2.
Molecular formula: C9H8NO2
Method: DFT, ωB97M-V with the def2-TZVPD basis set

Last column: Mulliken charge in e.
Element x y z (Å)
C  -0.0818  -1.2351  -1.1068  -0.284
C  -0.7446  -0.9405  0.2772  0.606
C  -0.1967  0.0402  -0.7120  0.048
C  -2.1700  -1.2712  0.0947  0.200
C  -1.2968  -1.6914  -1.9668  0.622
C  0.0083  -0.7114  1.5638  -0.938
C  0.8425  0.5810  1.3409  -0.753
C  0.4586  1.1815  -0.0486  0.472
C  1.6540  1.7464  -0.8089  -1.599
N  -2.3584  -1.5956  -1.2128  -0.712
O  -3.0264  -1.2851  0.9720  -0.698
O  -1.1818  -1.9522  -3.1472  -0.650
H  -0.7151  -0.5901  2.3713  0.309
H  0.6649  -1.5492  1.8182  0.327
H  0.6720  1.3090  2.1367  0.302
H  1.9076  0.3381  1.3364  0.285
H  -0.2867  1.9749  0.0937  0.345
H  2.4208  0.9823  -0.9225  0.347
H  2.0811  2.5977  -0.2777  0.403
H  1.3485  2.0709  -1.8016  0.369

## Properties
Spin multiplicity   1
Net charge   -1
F_max   2.2 eV/Å
Frontier orbital gap (alpha / beta)   7.43 / 7.43 eV
LUMO energy (alpha / beta)   3.40 / 3.40 eV
ΔE to the lowest compared entry with this formula, charge and spin   170.7 kJ/mol
HOMO (alpha / beta)   -4.0 / -4.0 eV
Structure (SMILES)   C[C@@H]1CC[C@]23C(=O)N=C([O-])C2=C13


3.
Molecular formula: C9H8NS
Method: DFT, ωB97M-V with the def2-TZVPD basis set

Last column: Mulliken charge in e.
Element x y z (Å)
C  2.7707  -1.4701  0.0570  0.096
C  3.4534  -0.3786  0.1055  -0.423
C  1.4956  -1.8159  -0.0262  -0.657
C  2.9335  0.8968  0.0535  -0.491
C  0.8644  -0.3599  -0.0325  0.329
C  1.5312  0.8280  0.0216  0.720
C  -0.9671  1.0327  -0.2317  0.670
C  -2.2768  1.6204  -0.0666  -1.361
C  -1.4235  -1.4665  0.0796  -1.001
N  -0.4921  -0.2892  -0.1127  0.090
S  0.3699  2.1671  -0.1491  -0.062
H  0.9211  -2.8114  -0.1835  0.327
H  3.4600  1.8080  0.1486  0.456
H  -2.4120  1.9204  0.9296  0.378
H  -3.1041  1.1673  -0.6083  0.407
H  -2.2716  2.5918  -0.6141  0.449
H  -2.4168  -1.1924  0.5806  0.339
H  -0.8772  -2.0728  0.8342  0.401
H  -1.5587  -2.1758  -0.7853  0.333

## Properties
Spin multiplicity   1
Net charge   +1
F_max   5.4 eV/Å
Frontier orbital gap   8.54 eV
LUMO energy   -4.65 eV
ΔE to the lowest compared entry with this formula, charge and spin   246.2 kJ/mol
HOMO   -13.2 eV


4.
Molecular formula: C9H8O2
Method: DFT, ωB97M-V with the def2-TZVPD basis set

Last column: Mulliken charge in e.
Element x y z (Å)
C  2.3901  1.0140  -0.0152  -0.573
C  1.8009  1.2742  -1.2733  -0.612
C  1.6657  0.2530  0.9352  -0.321
C  0.4738  0.9202  -1.4871  -0.410
C  0.3596  -0.1550  0.7165  0.125
C  -0.2011  0.1580  -0.5683  0.267
C  -0.5421  -1.0867  1.4033  -0.812
C  -1.9208  -0.8023  0.8338  -0.647
C  -1.6494  -0.2177  -0.5758  0.927
O  -2.5594  0.5076  -1.2414  -0.377
O  -2.2514  -0.7534  -1.7352  -0.370
H  3.4272  1.2086  0.0753  0.381
H  2.3015  1.7701  -2.0031  0.508
H  2.2177  -0.0181  1.8738  0.304
H  -0.0057  0.9852  -2.5279  0.259
H  -0.1895  -2.0052  0.9099  0.258
H  -0.5679  -1.2159  2.4518  0.479
H  -2.4140  -1.7191  0.6907  0.305
H  -2.3355  -0.1173  1.5369  0.308

## Properties
Spin multiplicity   1
Net charge   0
F_max   3.9 eV/Å
Frontier orbital gap   9.91 eV
LUMO energy   0.73 eV
ΔE to the lowest compared entry with this formula, charge and spin   389.7 kJ/mol
HOMO   -9.2 eV
Structure (SMILES)   c1ccc2c(c1)CCC21OO1


5.
Molecular formula: C9H8OSi
Method: DFT, ωB97M-V with the def2-TZVPD basis set

Last column: Mulliken charge in e.
Element x y z (Å)
C  -1.5367  -3.0928  1.0632  0.349
C  -0.9466  -2.1330  1.5014  -0.713
C  -0.0127  1.0599  -2.6706  -0.432
C  0.4317  2.1206  -1.8608  -0.192
C  -0.0621  -0.1440  -2.0580  -0.600
C  0.7139  2.0257  -0.5447  -0.626
C  0.0471  -0.3072  -0.6508  0.168
C  0.3942  0.7759  0.0875  0.630
C  0.7948  0.4949  1.5637  0.297
O  1.4929  1.2580  2.1747  -0.525
Si  0.0659  -1.0289  2.7739  0.424
H  -2.0488  -3.7035  0.2948  0.335
H  -0.2932  1.1576  -3.7430  0.360
H  0.4764  3.0774  -2.4501  0.265
H  -0.6121  -0.9745  -2.5889  0.232
H  1.1393  2.7793  0.1383  0.380
H  -0.1180  -1.1546  -0.0069  -0.181
H  1.1022  -1.7614  3.3933  -0.102
H  -1.0281  -0.4494  3.5828  -0.067

## Properties
Spin multiplicity   1
Net charge   0
F_max   4.5 eV/Å
Frontier orbital gap   9.23 eV
LUMO energy   0.20 eV
ΔE to the lowest compared entry with this formula, charge and spin   0.0 kJ/mol
HOMO   -9.0 eV
Structure (SMILES)   C#C[SiH2]C(=O)c1ccccc1


6.
Molecular formula: C9H9Br2NO2
Method: DFT, ωB97M-V with the def2-TZVPD basis set

Last column: Mulliken charge in e.
Element x y z (Å)
C  -3.6350  -0.9379  0.5669  -0.037
C  -3.4542  0.4310  0.7058  -1.097
C  -2.6294  -1.8363  0.3141  -0.731
C  -2.1769  0.8916  0.5863  -0.098
C  -1.3337  -1.3451  0.2162  0.081
C  -1.0707  0.0826  0.2950  0.200
C  0.2195  0.6312  0.2758  0.277
C  2.3371  0.8987  -0.8974  -0.005
C  3.2916  0.2671  0.3444  -0.432
N  1.0418  0.3448  -0.8223  -0.072
O  0.6714  1.4381  1.0885  -0.622
O  2.8498  0.6753  -2.1524  -0.489
Br  3.2054  -1.6411  0.0250  -0.039
Br  5.1363  0.7276  0.1672  -0.081
H  -4.6191  -1.3707  0.5783  0.346
H  -4.2452  1.0677  0.7096  0.440
H  -2.8717  -2.9173  0.3434  0.340
H  -1.8112  1.8503  0.6550  0.569
H  -0.5786  -2.1864  -0.0159  0.229
H  2.1655  2.0377  -0.8219  0.249
H  2.8831  0.5366  1.3948  0.446
H  0.8491  -0.0819  -1.6849  0.176
H  3.7751  0.4361  -1.8713  0.349

## Properties
Spin multiplicity   1
Net charge   0
F_max   6.0 eV/Å
Frontier orbital gap   9.98 eV
LUMO energy   0.39 eV
ΔE to the lowest compared entry with this formula, charge and spin   0.0 kJ/mol
HOMO   -9.6 eV


7.
Molecular formula: C9H9Br3
Method: DFT, ωB97M-V with the def2-TZVPD basis set

Last column: Mulliken charge in e.
Element x y z (Å)
C  -2.5427  -0.0765  -0.4820  -0.720
C  -1.9011  -1.2439  -0.1425  -0.505
C  -1.8519  1.1088  -0.4696  -0.343
C  -0.4939  -1.1740  0.1287  1.082
C  -0.4881  1.2589  -0.0792  0.268
C  0.0844  0.0441  0.1889  0.281
C  0.2047  -2.4324  0.3307  -1.494
C  0.1242  2.6068  0.1191  -1.078
C  2.9039  -0.0955  0.0903  -0.139
Br  3.2696  -1.4330  -1.2620  -0.012
Br  3.5242  -0.5472  1.8941  -0.010
Br  3.5168  1.5872  -0.4564  -0.012
H  -3.4825  0.1598  -0.9711  0.309
H  -2.2947  -2.2515  0.0761  0.279
H  -2.5357  1.9623  -0.5919  0.259
H  0.6136  -2.8004  -0.4938  0.296
H  0.8235  -2.1628  1.0915  0.389
H  -0.5168  -3.2189  0.7293  0.400
H  0.3179  2.6547  1.1454  0.325
H  1.1318  2.6614  -0.4225  0.054
H  -0.4073  3.3921  -0.4233  0.370

## Properties
Spin multiplicity   1
Net charge   0
F_max   5.0 eV/Å
Frontier orbital gap (alpha / beta)   8.40 / 7.25 eV
LUMO energy (alpha / beta)   -0.41 / -1.35 eV
ΔE to the lowest compared entry with this formula, charge and spin   509.9 kJ/mol
HOMO (alpha / beta)   -8.8 / -8.6 eV


8.
Molecular formula: C9H9Cl7CuF12MgNaO12S4
Method: DFT, ωB97M-V with the def2-TZVPD basis set

Last column: Mulliken charge in e.
Element x y z (Å)
Na  0.5089  -2.6607  4.5995  1.022
Cu  -3.8522  -2.4061  0.6488  0.889
Mg  -0.0041  0.1742  0.5663  1.898
C  -3.0670  0.9542  3.8841  0.540
F  -4.1782  1.1776  3.1238  -0.192
F  -2.2184  1.9900  3.7642  -0.122
F  -3.3572  0.7830  5.1716  -0.170
S  -2.2753  -0.5454  2.9445  0.946
O  -1.3920  0.0129  1.8784  0.002
O  -1.5191  -1.2185  3.9345  -0.466
O  -3.3587  -1.3880  2.3890  -0.298
C  0.2952  -4.3613  -0.3482  0.419
F  0.5435  -5.6109  0.2105  -0.217
F  1.3739  -3.9503  -0.9626  -0.143
F  -0.6552  -4.5463  -1.2613  -0.198
S  -0.3263  -3.0580  0.9696  0.978
O  0.0949  -1.6909  0.6080  -1.271
O  -1.7804  -3.1312  0.8537  -0.277
O  0.2336  -3.3882  2.2749  -0.611
C  -3.0515  2.3079  -0.7768  0.462
F  -2.2590  3.1054  -1.4148  -0.162
F  -2.9450  2.5139  0.5513  -0.167
F  -4.3380  2.4731  -1.1706  -0.195
S  -2.5539  0.4860  -1.2046  0.730
O  -2.8221  0.1970  -2.6121  -0.583
O  -1.1465  0.4964  -0.8254  -0.689
O  -3.3631  -0.4371  -0.3522  -0.242
C  3.4017  1.1706  3.6265  0.400
F  3.6020  2.3294  2.9837  -0.159
F  4.2825  0.1694  3.3189  -0.193
F  3.4628  1.3675  4.9495  -0.169
S  1.5314  0.5810  3.2798  0.845
O  0.7302  1.6443  3.9204  -0.630
O  1.4102  0.5577  1.7760  -0.679
O  1.3384  -0.7361  3.9031  -0.651
Cl  0.3637  2.5830  -3.0424  -0.097
C  1.2035  3.9851  -2.3378  -0.501
C  0.4763  4.3561  -1.0363  -0.678
Cl  0.5768  3.0811  0.1992  0.125
H  1.2427  4.8162  -3.0418  0.408
H  2.1996  3.6314  -2.0719  0.252
H  -0.5616  4.6387  -1.2128  0.273
H  1.0232  5.2217  -0.6627  0.428
Cl  1.7156  0.0909  -1.1702  0.264
C  2.9416  -0.2233  -2.3489  -0.873
C  3.3646  -1.6601  -2.2736  0.083
Cl  4.2078  -1.9819  -0.7251  -0.170
H  3.7100  0.5490  -2.3855  0.407
H  2.4724  0.0520  -3.2934  0.244
H  3.9202  -1.9671  -3.1598  0.418
H  2.4421  -2.2401  -2.2972  -0.175
C  -0.8798  -2.0177  -4.8176  -0.013
Cl  0.1460  -0.9697  -5.9045  -0.159
Cl  -0.0867  -2.1804  -3.2834  -0.001
Cl  -0.9533  -3.5514  -5.6263  -0.119
H  -1.8704  -1.5758  -4.7104  0.235

## Properties
Spin multiplicity   2
Net charge   +1
F_max   4.1 eV/Å
Frontier orbital gap (alpha / beta)   6.88 / 3.68 eV
LUMO energy (alpha / beta)   -5.86 / -9.07 eV
ΔE to the lowest compared entry with this formula, charge and spin   170.2 kJ/mol
HOMO (alpha / beta)   -12.7 / -12.7 eV


9.
Molecular formula: C9H9CrO6
Method: DFT, ωB97M-V with the def2-TZVPD basis set

Last column: Mulliken charge in e.
Element x y z (Å)
O  -1.5607  -2.4920  -0.5329  -0.140
C  -0.9971  -1.5427  -0.8791  0.361
Cr  -0.0578  -0.0043  -1.5613  -0.227
C  0.9263  1.6022  -1.9230  0.575
O  1.4934  2.5352  -2.3235  -0.158
C  -0.4574  -0.2909  -3.4752  0.224
O  -0.0986  0.2816  -4.4723  -0.122
C  -1.6588  1.0405  -1.4418  0.426
O  -2.6687  1.6220  -1.4342  -0.158
C  1.5576  -1.0214  -1.7724  0.470
O  2.4688  -1.6963  -2.0060  -0.142
H  -1.1824  -1.2189  -3.4262  0.395
C  0.2667  -0.7561  2.5726  -0.578
C  -0.1412  0.6952  2.7611  -0.713
C  -0.5397  1.0729  1.3471  -0.627
O  0.3850  0.3252  0.4708  0.099
C  1.0844  -0.6801  1.3032  -0.480
H  0.7815  -1.2162  3.4107  0.408
H  -0.6174  -1.3642  2.3639  0.224
H  0.7193  1.2899  3.0801  0.304
H  -0.9408  0.8590  3.4787  0.392
H  -1.5666  0.7389  1.1459  0.424
H  -0.4826  2.1352  1.0803  0.338
H  2.1007  -0.3071  1.4953  0.286
H  1.1862  -1.6076  0.7381  0.416

## Properties
Spin multiplicity   4
Net charge   +2
F_max   7.4 eV/Å
Frontier orbital gap (alpha / beta)   9.58 / 7.02 eV
LUMO energy (alpha / beta)   -9.18 / -11.58 eV
ΔE to the lowest compared entry with this formula, charge and spin   0.0 kJ/mol
HOMO (alpha / beta)   -18.8 / -18.6 eV


10.
Molecular formula: C9H9HgNO6
Method: DFT, ωB97M-V with the def2-TZVPD basis set

Last column: Mulliken charge in e.
Element x y z (Å)
O  0.6629  -4.4500  1.9499  -0.068
C  -0.0726  -3.6692  1.5261  0.247
Hg  -1.1569  -1.9915  0.5729  1.635
O  -4.9327  -3.1009  0.6551  -0.036
C  -3.8617  -2.7255  0.6406  0.097
C  -3.0957  0.4902  -0.6128  0.160
O  -3.5974  1.4192  -1.0427  -0.134
C  -1.4222  -2.3200  -2.1102  0.084
O  -1.4229  -2.4856  -3.2363  -0.039
C  -2.0034  -0.3845  2.7142  0.086
O  -2.2494  0.3438  3.5513  -0.042
C  2.6822  2.2203  -0.5389  -0.883
N  1.4339  1.6370  -0.0822  0.035
C  0.5325  2.4353  0.7216  -0.671
C  1.0046  0.4035  -0.3546  0.772
C  1.7912  -0.5575  -1.1685  -1.168
O  -0.1462  0.1259  0.1223  -0.780
H  2.7085  3.2387  -0.1401  0.257
H  2.7283  2.2408  -1.6399  0.374
H  3.5441  1.6421  -0.1693  0.372
H  -0.4434  2.5644  0.2379  0.243
H  0.3422  1.9716  1.6977  0.235
H  1.0023  3.4118  0.8670  0.303
H  1.9888  -1.4826  -0.6211  0.268
H  1.2367  -0.8465  -2.0637  0.260
H  2.7464  -0.1307  -1.4765  0.392

## Properties
Spin multiplicity   1
Net charge   +2
F_max   5.5 eV/Å
Frontier orbital gap   7.18 eV
LUMO energy   -9.38 eV
HOMO   -16.6 eV